1.
Density functional theory data (ωB97M-V/def2-TZVPD) for a cluster of 7 separate species, C25H51ClNO8PS in total in a non-equilibrium geometry.

Positions of all 88 atoms, in Å:
O: 0.2689 -1.0840 -1.1641
C: -0.7444 -0.9141 -2.0426
N: -0.8830 0.2823 -2.9582
P: 0.3108 0.2838 -4.2841
S: -0.2822 -0.7597 -5.8627
O: -1.8097 -1.9573 -2.0592
Cl: -1.4368 -3.2010 -3.1334
H: -0.7590 1.1925 -2.4231
H: 1.6300 -0.1607 -3.9116
H: 0.4561 1.6700 -4.7467
C: 3.2559 2.7679 -0.5181
C: 2.2713 1.8063 0.0956
C: 0.9498 2.3354 -0.4176
O: 1.2088 2.9327 -1.6957
C: 2.6284 3.0461 -1.8664
H: 4.2706 2.3690 -0.5943
H: 3.2929 3.6898 0.0744
H: 2.4465 0.7968 -0.2947
H: 2.3192 1.7642 1.1867
H: 0.5509 3.1145 0.2406
H: 0.1966 1.5495 -0.5244
H: 2.9360 2.3011 -2.6083
H: 2.8757 4.0408 -2.2475
C: -3.5864 -5.9779 1.0388
C: -3.2299 -4.5139 1.0581
C: -2.6721 -4.3053 -0.3329
O: -3.3467 -5.2319 -1.1951
C: -4.0688 -6.1676 -0.3826
H: -4.3352 -6.2578 1.7840
H: -2.6872 -6.5811 1.2120
H: -4.1374 -3.9131 1.1906
H: -2.5228 -4.2436 1.8463
H: -1.6015 -4.5329 -0.3701
H: -2.8248 -3.2852 -0.6972
H: -5.1355 -5.9353 -0.4737
H: -3.9002 -7.1832 -0.7513
C: 2.0990 6.9893 -2.6805
C: 2.4554 8.4533 -2.6612
C: 3.0133 8.6619 -4.0522
O: 2.3387 7.7353 -4.9144
C: 1.6166 6.7996 -4.1019
H: 1.3502 6.7094 -1.9352
H: 2.9982 6.3861 -2.5073
H: 1.5480 9.0541 -2.5286
H: 3.1626 8.7235 -1.8729
H: 4.0839 8.4343 -4.0894
H: 2.8606 9.6819 -4.4165
H: 0.5499 7.0319 -4.1929
H: 1.7852 5.7840 -4.4705
C: 4.5365 -1.9201 0.7370
C: 3.2900 -2.3178 -0.0106
C: 3.8491 -2.7637 -1.3441
O: 5.1596 -3.2889 -1.0912
C: 5.5388 -2.9425 0.2479
H: 4.4179 -1.9252 1.8235
H: 4.8483 -0.9145 0.4303
H: 2.8088 -3.1636 0.4945
H: 2.5568 -1.5126 -0.1031
H: 3.9548 -1.9192 -2.0332
H: 3.2316 -3.5294 -1.8226
H: 5.5011 -3.8553 0.8524
H: 6.5639 -2.5619 0.2542
C: -0.8931 6.7797 2.4091
C: -2.1395 6.3820 1.6615
C: -1.5805 5.9360 0.3280
O: -0.2700 5.4109 0.5809
C: 0.1093 5.7573 1.9201
H: -1.0117 6.7745 3.4956
H: -0.5813 7.7852 2.1024
H: -2.6208 5.5361 2.1666
H: -2.8728 7.1872 1.5690
H: -1.4748 6.7806 -0.3611
H: -2.1979 5.1704 -0.1505
H: 0.0716 4.8444 2.5245
H: 1.1344 6.1379 1.9263
C: -3.6406 -8.9312 5.6038
C: -5.0626 -8.4914 5.3688
C: -4.8772 -7.2821 4.4784
O: -3.6857 -7.5080 3.7125
C: -2.9924 -8.6333 4.2695
H: -3.5477 -9.9796 5.8983
H: -3.1855 -8.3129 6.3868
H: -5.6079 -9.2737 4.8278
H: -5.6105 -8.2652 6.2870
H: -4.7270 -6.3725 5.0695
H: -5.7238 -7.1243 3.8041
H: -3.1082 -9.4735 3.5761
H: -1.9278 -8.4016 4.3623

Total energy (eV): -77262.314
Max |F| (eV Å⁻¹): 9.08
SMILES string: O=C(N[PH2]=S)OCl.C1CCOC1.C1CCOC1.C1CCOC1.C1CCOC1.C1CCOC1.C1CCOC1
Multiplicity: 1
Total charge: 0
E_HOMO (eV): -8.7

---

2.
Density functional theory data (ωB97M-V/def2-TZVPD) for a structure of composition C25H52AsBF2N7OPSeV in a non-equilibrium geometry.

Positions of all 92 atoms, in Å:
V: 2.9972 0.7537 -1.4004
Se: 4.1827 2.3242 -0.1769
C: 5.4845 3.4069 -1.0819
C: 5.1336 4.6827 -1.4960
C: 6.1184 5.4773 -2.0689
N: 7.3776 5.0740 -2.2340
C: 7.6991 3.8513 -1.8191
C: 6.7900 2.9764 -1.2334
H: 4.1290 5.0587 -1.3583
H: 5.8859 6.4813 -2.4086
H: 8.7334 3.5532 -1.9545
H: 7.1028 1.9928 -0.9079
N: -0.5490 -4.0282 -0.8801
C: 0.1749 -3.5334 -2.1029
C: 1.0204 -2.2902 -1.7837
N: 1.2579 -1.3981 -2.9222
H: -1.1493 -4.8185 -1.1144
H: -1.1364 -3.3124 -0.4172
H: 0.1100 -4.3527 -0.1730
H: -0.5668 -3.2996 -2.8632
H: 0.7867 -4.3578 -2.4646
H: 1.9963 -2.5963 -1.4074
H: 0.5062 -1.7349 -0.9994
H: 0.3989 -1.1559 -3.4011
H: 1.8742 -1.8516 -3.5853
N: -0.4635 0.0963 0.3635
P: -1.5524 -0.4387 1.3519
N: -0.9941 -1.6234 2.3533
C: 0.2074 -2.3982 2.0367
C: -0.0267 -3.8790 2.3245
C: -0.4124 -4.0623 3.7948
C: -1.6293 -3.1997 4.1358
C: -1.3821 -1.7395 3.7719
N: -2.6833 -1.2041 0.3554
C: -3.0872 -0.5582 -0.9242
C: -4.3644 0.2589 -0.8164
C: -5.5327 -0.6054 -0.2834
C: -5.0591 -1.9701 0.2338
C: -3.8102 -1.8665 1.0961
N: -2.1906 0.7019 2.3148
C: -3.5895 1.1185 2.5230
C: -3.6453 2.6212 2.7559
C: -2.9183 2.9974 4.0574
C: -1.7505 2.0344 4.3419
C: -1.1646 1.5076 3.0408
H: 1.0356 -2.0547 2.6679
H: 0.5000 -2.2044 1.0022
H: 0.8739 -4.4524 2.0890
H: -0.8588 -4.2587 1.7126
H: 0.4347 -3.7681 4.4234
H: -0.6230 -5.1107 4.0025
H: -1.8528 -3.2687 5.2019
H: -2.5052 -3.5652 3.5909
H: -0.5750 -1.3431 4.4006
H: -2.2734 -1.1424 3.9509
H: -3.2436 -1.3518 -1.6632
H: -2.2552 0.0546 -1.2585
H: -4.6033 0.6614 -1.8015
H: -4.1754 1.1161 -0.1710
H: -6.2647 -0.7706 -1.0721
H: -6.0558 -0.0763 0.5157
H: -4.8763 -2.6494 -0.6044
H: -5.8426 -2.4315 0.8352
H: -3.4841 -2.8585 1.4142
H: -4.0542 -1.3106 2.0050
H: -4.0091 0.5996 3.3929
H: -4.1873 0.8464 1.6606
H: -4.6886 2.9340 2.7948
H: -3.1889 3.1231 1.8993
H: -3.6155 2.9721 4.8956
H: -2.5498 4.0208 3.9854
H: -2.0892 1.1884 4.9439
H: -0.9634 2.5345 4.9046
H: -0.2903 0.8822 3.2367
H: -0.8368 2.3432 2.4134
F: 1.9589 0.3549 0.6569
B: 0.7247 0.6454 0.1082
F: 0.9717 1.4526 -1.0069
C: 1.2929 1.5214 -4.6421
As: 2.9988 1.5004 -3.6932
C: 4.0816 0.3973 -4.8506
C: 3.6622 3.2533 -4.1806
O: 3.9271 -0.3899 -1.8068
H: 1.3648 2.2567 -5.4379
H: 0.4745 1.7924 -3.9799
H: 1.1063 0.5463 -5.0808
H: 3.8913 0.6716 -5.8837
H: 3.8653 -0.6565 -4.6909
H: 5.1285 0.5705 -4.6115
H: 3.6724 3.3144 -5.2655
H: 4.6691 3.3861 -3.7986
H: 3.0187 4.0296 -3.7780

Total energy (eV): -206512.207
Max |F| (eV Å⁻¹): 2.04
Expectation value of S²: 0.7688
Energy above the lowest of the compared OMol25 structures with the same formula, charge and spin (kcal/mol): 63.0
Multiplicity: 2
Total charge: +2
E_HOMO (alpha / beta) (eV): -13.1 / -13.2

---

3.
Density functional theory data (ωB97M-V/def2-TZVPD) for a cluster of 3 separate species, C25H52Br2ClFNO9P2 in total in a non-equilibrium geometry.

Positions of all 93 atoms, in Å:
C: -4.3641 -0.6398 -4.4614
C: -4.2106 -2.0638 -3.8530
Br: -3.0507 -3.0640 -5.0628
C: -3.5308 -2.0218 -2.4385
Br: -1.7031 -1.3976 -2.6309
C: -4.3184 -1.1656 -1.4881
N: -5.5577 -0.8828 -1.7263
C: -6.1539 0.0107 -0.7178
Cl: -7.0087 -0.8396 0.5641
C: -4.8655 0.7727 -0.3157
C: -4.9733 1.7872 0.7944
C: -3.6553 2.5140 1.1147
C: -3.8026 4.0355 1.3226
C: -2.6288 4.7667 0.6864
O: -2.5191 4.4617 -0.6953
C: -3.9606 -0.4953 -0.1621
C: -2.4935 -0.3865 0.2828
C: -2.3942 -0.3994 1.8220
F: -1.6676 -1.5279 2.1939
H: -4.0260 -0.6042 -5.4893
H: -5.4070 -0.3189 -4.3952
H: -3.8009 0.0831 -3.8678
H: -5.1904 -2.5347 -3.7909
H: -3.5463 -3.0530 -2.0723
H: -6.1349 -1.1928 -2.4969
H: -6.8260 0.7208 -1.1954
H: -4.5571 1.1601 -1.2930
H: -5.4490 1.3755 1.6864
H: -5.6688 2.5545 0.4344
H: -2.8956 2.3532 0.3508
H: -3.2685 2.1166 2.0543
H: -3.8294 4.2450 2.3923
H: -4.7184 4.4438 0.8858
H: -1.7257 4.5017 1.2479
H: -2.8218 5.8417 0.7674
H: -1.6433 4.6945 -1.0091
H: -4.3859 -1.2113 0.5601
H: -2.0075 -1.3109 -0.0193
H: -1.9711 0.4731 -0.1266
H: -3.3784 -0.5091 2.2854
H: -1.8742 0.4720 2.2118
O: 3.9248 -3.4427 -2.2501
P: 3.0443 -4.6217 -2.0809
O: 2.4834 -4.5662 -0.5582
C: 1.5548 -3.5501 -0.1900
C: 0.1569 -3.8279 -0.7156
O: 4.1137 -5.8421 -1.9240
C: 5.4795 -5.6852 -2.3199
C: 6.3554 -5.3242 -1.1381
O: 1.8911 -5.6289 -2.6351
C: 1.8253 -5.9184 -4.0542
C: 2.9201 -6.8598 -4.5194
H: 1.9143 -2.5744 -0.5332
H: 1.5384 -3.5325 0.8993
H: 0.1242 -3.7505 -1.8042
H: -0.5562 -3.1123 -0.3016
H: -0.1614 -4.8373 -0.4552
H: 5.5706 -4.9488 -3.1181
H: 5.8000 -6.6433 -2.7343
H: 5.9360 -4.4960 -0.5678
H: 7.3566 -5.0486 -1.4716
H: 6.4390 -6.1711 -0.4555
H: 1.8488 -4.9849 -4.6214
H: 0.8524 -6.3790 -4.2205
H: 3.8797 -6.3469 -4.5889
H: 2.6853 -7.2507 -5.5099
H: 3.0392 -7.6903 -3.8259
O: 1.2657 3.8266 2.1244
P: 2.4286 4.1676 3.0154
O: 3.0552 5.3289 2.0270
C: 2.4188 6.6028 1.9396
C: 2.6864 7.4730 3.1556
O: 3.4469 2.9429 2.6335
C: 2.9519 1.6735 2.2060
C: 2.9387 1.5713 0.6938
O: 3.4763 4.7208 4.1589
C: 3.4403 4.1775 5.5058
C: 4.0348 2.7843 5.6007
H: 1.3424 6.4718 1.7843
H: 2.8255 7.0838 1.0501
H: 2.2009 7.0675 4.0461
H: 2.3077 8.4834 2.9960
H: 3.7539 7.5234 3.3659
H: 1.9631 1.4801 2.6241
H: 3.6228 0.9164 2.6173
H: 2.4604 2.4384 0.2389
H: 2.4120 0.6699 0.3739
H: 3.9576 1.5309 0.3075
H: 2.4144 4.1892 5.8795
H: 4.0195 4.8647 6.1202
H: 3.3535 2.0340 5.1965
H: 4.2251 2.5259 6.6427
H: 4.9659 2.7199 5.0406

Total energy (eV): -220582.622
Max |F| (eV Å⁻¹): 8.79
Multiplicity: 1
Total charge: +1
E_HOMO (eV): -11.4

---

4.
Density functional theory data (ωB97M-V/def2-TZVPD) for a cluster of 6 separate species, C25H52N2O15P2 in total in a non-equilibrium geometry.

Positions of all 96 atoms, in Å:
O: 0.2429 -0.0332 0.3179
H: -0.6058 0.0968 -0.1115
H: 0.6506 0.7637 0.6648
H: 0.8194 -0.5066 -0.2863
C: 3.1243 2.0865 4.1377
C: 1.9134 1.3150 3.6466
C: 0.9854 1.0477 4.8761
C: 0.0946 2.2345 5.3124
C: -0.7727 2.6601 4.1225
C: 0.1431 3.0480 2.8779
N: 1.1316 1.9898 2.5783
O: 1.8251 2.0813 1.3118
C: 0.8637 4.4448 3.1683
C: -0.9161 3.2058 1.7028
C: 2.4410 -0.0966 3.3262
H: 3.7866 1.5324 4.8028
H: 2.8307 2.9843 4.6817
H: 3.8046 2.5715 3.4376
H: 1.6182 0.8785 5.7474
H: 0.3908 0.1606 4.6576
H: 0.6471 3.0678 5.7465
H: -0.5608 1.9001 6.1165
H: -1.3742 3.4678 4.5395
H: -1.4493 1.8907 3.7506
H: 1.2717 4.6044 4.1664
H: 0.1610 5.2627 3.0097
H: 1.6648 4.6523 2.4588
H: -0.5481 3.8455 0.9006
H: -1.6968 3.8150 2.1584
H: -1.3538 2.2565 1.3940
H: 2.9809 -0.5425 4.1614
H: 3.2284 -0.0528 2.5737
H: 1.6616 -0.7535 2.9400
C: -1.3951 1.9398 -5.8231
C: 0.0785 1.9091 -5.3717
O: 0.0361 1.5230 -3.9628
C: 0.1918 0.2457 -3.5800
O: 0.3078 -0.0320 -2.3552
O: 0.2210 -0.6404 -4.6342
C: 0.6267 -2.0033 -4.5101
H: -2.0334 2.5483 -5.1826
H: -1.8447 0.9474 -5.7894
H: -1.5338 2.2960 -6.8439
H: 0.5853 2.8730 -5.4183
H: 0.6438 1.2979 -6.0753
H: 0.2300 -2.4874 -5.4026
H: 0.0851 -2.5170 -3.7158
H: 1.6955 -2.0955 -4.3170
C: -0.3384 -3.1475 2.8280
C: -1.7282 -3.2430 2.8229
C: -2.4610 -3.1548 1.6116
C: -1.7536 -3.0165 0.3843
C: -0.3758 -3.0638 0.4204
C: 0.3366 -3.0521 1.6445
N: -2.5061 -3.0300 -0.8793
O: -3.7272 -3.1287 -0.7876
O: -1.8804 -2.9439 -1.9037
H: 0.2478 -3.2432 3.7300
H: -2.2191 -3.3195 3.7819
H: -3.5372 -3.1617 1.7016
H: 0.2069 -3.1277 -0.4866
H: 1.4164 -3.0559 1.6648
C: 5.3541 -2.2832 -2.9105
O: 4.2857 -1.6231 -2.1916
P: 3.1000 -2.4566 -1.5035
O: 1.9905 -1.6328 -0.9059
O: 2.5786 -3.5196 -2.6917
C: 1.6546 -4.4795 -2.3801
O: 3.9215 -3.4118 -0.4816
C: 4.2193 -3.0174 0.8230
H: 5.0346 -3.3027 -3.1263
H: 6.2980 -2.2603 -2.3658
H: 5.5176 -1.8891 -3.9135
H: 2.0728 -5.3649 -2.8590
H: 0.6949 -4.3228 -2.8725
H: 1.4664 -4.7456 -1.3400
H: 4.1090 -3.7981 1.5757
H: 3.5420 -2.2494 1.1965
H: 5.2342 -2.6245 0.8824
C: -3.9310 3.2154 -2.7815
O: -2.8514 2.5914 -2.0815
P: -3.1832 1.4179 -1.0179
O: -2.0229 0.5626 -0.6564
O: -3.7797 2.1952 0.2641
C: -4.6635 1.5478 1.0224
O: -4.5215 0.7036 -1.6227
C: -4.3433 -0.2379 -2.7171
H: -3.6044 4.2207 -3.0476
H: -4.7883 3.2783 -2.1113
H: -4.1509 2.6445 -3.6836
H: -4.5021 0.4789 1.1615
H: -5.6895 1.6401 0.6661
H: -4.7151 2.0685 1.9786
H: -4.5953 0.3204 -3.6187
H: -4.9955 -1.0607 -2.4240
H: -3.3153 -0.6001 -2.7058

Total energy (eV): -79036.519
Max |F| (eV Å⁻¹): 6.78
Expectation value of S²: 0.7646
Multiplicity: 2
Total charge: -1
E_HOMO (alpha / beta) (eV): -1.4 / -2.6

---

5.
Density functional theory data (ωB97M-V/def2-TZVPD) for a cluster of 4 separate species, C25H52N3O7S in total in a non-equilibrium geometry.

Positions of all 88 atoms, in Å:
C: -0.9281 -1.7991 2.1217
C: -1.7001 -0.8457 3.1766
O: -2.8999 -0.3925 2.4611
C: -0.7622 0.4553 3.4945
O: -0.9301 1.3357 2.3726
C: -0.1465 2.5496 2.4709
C: -0.6234 3.4264 1.1802
C: -0.1215 2.8130 -0.2157
S: -0.7494 3.9257 -1.5823
C: -2.5788 3.9262 -1.3989
N: -3.6020 3.1460 -2.0113
N: -4.7413 3.6167 -1.4124
C: -4.4587 4.6520 -0.4617
O: -3.0430 4.8868 -0.4429
C: -0.4715 3.4605 3.7535
C: 0.4852 4.7205 3.9904
C: 0.9394 4.7942 5.5615
C: -0.4417 6.0472 3.7803
N: 1.6627 4.8621 3.1180
O: 1.5967 5.8037 2.2186
C: 2.3448 3.6229 2.7063
C: 3.1248 3.9485 1.3115
C: 3.5425 3.2830 3.7612
C: 1.4430 2.3265 2.4402
H: 0.0236 -2.2017 2.6083
H: -0.6950 -1.1513 1.1971
H: -1.6368 -2.6184 1.7565
H: -2.0086 -1.3943 4.1314
H: -3.5155 -0.0102 3.1200
H: 0.2872 0.0331 3.6372
H: -1.1846 0.8683 4.4886
H: -1.7739 3.3017 1.1747
H: -0.4360 4.5411 1.3070
H: -0.5728 1.7709 -0.4244
H: 1.0075 2.7206 -0.3197
H: -5.1908 5.2194 0.2085
H: -1.5573 3.8375 3.6192
H: -0.4939 2.8734 4.7485
H: 1.0119 3.7603 6.0446
H: 1.9916 5.2698 5.5403
H: 0.2278 5.5059 6.0916
H: 0.1206 7.0157 3.9815
H: -1.2842 5.9377 4.5647
H: -0.9654 6.0524 2.7636
H: 2.4162 4.1414 0.4424
H: 3.8771 4.7970 1.4191
H: 3.6985 2.9816 1.0630
H: 3.2416 3.4541 4.8452
H: 4.3612 4.0656 3.5252
H: 4.0091 2.2634 3.5509
H: 1.8205 1.8602 1.4526
H: 1.7378 1.5529 3.2487
C: 3.6359 -3.2381 -0.8500
C: 2.4987 -3.5438 0.1122
C: 1.7221 -4.7764 -0.3225
O: 1.6161 -2.4246 0.1740
H: 3.2525 -3.0356 -1.8554
H: 4.1781 -2.3434 -0.5319
H: 4.3400 -4.0721 -0.9068
H: 2.8998 -3.6975 1.1181
H: 1.2727 -4.6274 -1.3094
H: 0.9013 -4.9778 0.3712
H: 2.3688 -5.6563 -0.3636
H: 1.2560 -2.2802 -0.7111
C: -2.0689 -7.3142 -2.7857
C: -0.8599 -6.4350 -3.0643
C: -0.6962 -6.1746 -4.5533
O: 0.3145 -7.0709 -2.5608
H: -1.9615 -8.2902 -3.2701
H: -2.1680 -7.5024 -1.7133
H: -2.9888 -6.8458 -3.1451
H: -0.9669 -5.4840 -2.5346
H: -0.5415 -7.1115 -5.0990
H: 0.1822 -5.5515 -4.7401
H: -1.5740 -5.6724 -4.9648
H: 0.4185 -7.9132 -3.0225
C: -2.1326 -1.5558 -5.8037
C: -0.9183 -2.4649 -5.9093
C: 0.1492 -1.8607 -6.8081
O: -1.3172 -3.7310 -6.4317
H: -2.5920 -1.4026 -6.7857
H: -2.8959 -2.0073 -5.1645
H: -1.8617 -0.5812 -5.3897
H: -0.5032 -2.6410 -4.9127
H: -0.2315 -1.7181 -7.8246
H: 1.0109 -2.5294 -6.8839
H: 0.4885 -0.8952 -6.4241
H: -1.6860 -3.5868 -7.3134

Total energy (eV): -56398.247
Max |F| (eV Å⁻¹): 6.52
Expectation value of S²: 0.7544
Energy above the lowest of the compared OMol25 structures with the same formula, charge and spin (kcal/mol): 103.1
Multiplicity: 2
Total charge: 0
E_HOMO (alpha / beta) (eV): -8.5 / -9.3

---

Which of these has the lowest total energy?
C25H52Br2ClFNO9P2